Record 1
20
Properties=species:S:1:pos:R:3 method="wB97M-V/def2-TZVPD" charge=0 e_homo_ev=-8.77 total_energy_ha=-386.80175 relative_energy_kcal_mol=82.6
C -0.355 -0.250 1.561
H 3.100 -2.807 -2.847
C -0.770 0.807 -0.513
C 1.637 -2.174 -1.015
C 2.404 -1.997 -1.992
H -2.369 3.827 1.539
H -0.836 -0.286 2.498
H 2.354 -1.077 -2.591
H -1.085 1.454 -1.307
C -1.983 1.782 1.522
C -1.005 0.709 0.734
H -0.849 3.375 0.863
C 0.330 -1.215 0.974
H -2.817 1.465 1.540
H 1.708 -3.207 -0.287
H 0.452 0.131 -2.239
H 0.958 -2.146 1.619
C -1.673 3.006 1.400
C 0.084 -0.163 -1.121
C 0.714 -1.233 -0.338



Record 2
23
Properties=species:S:1:pos:R:3 method="wB97M-V/def2-TZVPD" charge=-1 e_homo_ev="-3.07 / -2.43" total_energy_ha=-6798.72446 relative_energy_kcal_mol=12.7 multiplicity=6
C 0.259 2.705 1.155
C -1.371 -1.668 -1.407
C 0.757 -2.378 -0.946
C -1.447 -2.478 -0.238
H 0.189 3.085 2.159
H 0.362 -0.967 -2.634
H -1.875 2.378 0.509
H 1.691 1.091 -1.403
C 1.435 2.171 0.570
H 0.216 -3.298 1.036
H 1.849 -2.287 -0.834
Br -1.613 0.004 2.458
C 1.059 1.584 -0.637
Br 2.149 -0.524 2.106
H -0.862 1.406 -1.666
C -0.020 -1.642 -1.868
C -0.113 -2.894 0.063
H -2.171 -0.942 -1.735
C -0.813 2.244 0.398
Fe 0.441 0.998 2.358
H 2.485 2.216 0.868
H -2.295 -2.510 0.453
C -0.314 1.707 -0.764



Record 3
23
Properties=species:S:1:pos:R:3 method="wB97M-V/def2-TZVPD" charge=-2 e_homo_ev="0.69 / 0.68" total_energy_ha=-6798.71853 multiplicity=5
H -0.690 -0.864 -2.702
Fe -0.894 -0.539 0.851
C 2.644 0.108 -0.456
C -1.340 -1.869 -0.776
Br -0.726 1.430 2.163
H -2.501 -1.954 1.263
C -1.125 -0.755 -1.718
H 2.443 1.514 1.266
H 0.800 2.908 -0.339
C 2.273 1.325 0.236
C 1.407 2.085 -0.612
H -0.885 -2.824 -0.938
H 1.864 -0.759 -2.368
H -3.116 0.773 0.570
H 3.159 -0.750 -0.020
C -2.345 -1.443 0.240
C -1.790 0.403 -1.230
C 1.992 0.095 -1.767
Br 0.862 -1.970 1.516
C -2.549 0.053 -0.014
H 0.555 1.581 -2.651
H -1.856 1.339 -1.758
C 1.256 1.325 -1.865



Record 4
24
Properties=species:S:1:pos:R:3 method="wB97M-V/def2-TZVPD" charge=0 e_homo_ev=-7.56 total_energy_ha=-3530.66983 relative_energy_kcal_mol=0.0
N -1.223 1.479 -1.015
C 1.251 -1.167 1.400
C 0.115 -0.702 -2.267
Cl -1.031 -0.058 -4.694
H 1.386 1.346 0.964
H -2.920 1.033 -3.697
C -1.621 0.957 -2.129
H 0.813 -1.469 -2.798
H 2.333 -0.634 3.739
C 1.266 -0.974 3.818
C 0.496 1.707 0.394
H 0.796 -0.303 4.660
H 1.217 -2.177 -0.382
N -2.728 1.332 -2.729
C 0.529 -0.777 2.458
C 0.273 -0.386 -0.827
H -3.294 2.115 -2.320
C 0.843 -1.257 -0.037
H 0.237 2.711 0.755
C -0.171 0.920 -0.447
C -0.827 -0.009 -2.872
Br -1.303 -0.530 2.246
H 1.273 -1.990 4.241
H 2.289 -1.167 1.539



Record 5
23
Properties=species:S:1:pos:R:3 method="wB97M-V/def2-TZVPD" charge=0 e_homo_ev=-8.66 total_energy_ha=-3613.95335
C -0.054 0.058 -2.046
H -2.242 -0.692 1.822
C -1.692 0.213 1.557
C -0.673 -1.212 -1.642
Pb 0.594 -0.355 0.552
H 2.105 0.756 -1.963
C 1.668 -1.393 -1.341
H -2.477 0.745 -0.490
H 0.864 2.471 1.850
H -0.500 2.659 -0.501
Cl 0.443 -2.301 2.052
C 1.367 -0.054 -1.860
Br 2.944 0.572 1.114
H -0.590 0.942 -2.391
C -0.743 1.991 0.315
C -0.014 1.903 1.570
C -1.787 0.949 0.319
H -1.741 -1.430 -1.597
H 0.257 -3.106 -0.778
H -0.157 0.367 3.272
C 0.379 -2.115 -1.216
C -0.586 0.784 2.353
H 2.637 -1.753 -0.951



Record 6
25
Properties=species:S:1:pos:R:3 method="wB97M-V/def2-TZVPD" charge=-2 e_homo_ev=-0.53 total_energy_ha=-3380.51407 relative_energy_kcal_mol=0.0
H 0.395 -1.344 -3.607
C 0.433 0.903 -3.421
H 3.442 1.375 -1.967
H -1.994 -0.104 4.333
H 1.375 2.878 -2.864
C -2.139 0.901 1.116
H -2.531 2.147 2.926
C 1.428 1.786 -2.881
C -1.827 -0.497 0.997
H 2.834 -1.254 -2.428
H -2.319 1.591 0.284
H -1.783 -1.064 0.069
C 0.914 -0.438 -3.282
O 0.867 -2.008 3.598
H -0.506 1.210 -3.890
Sn 0.894 -0.370 0.144
C -2.258 1.189 2.498
Br 0.620 -2.902 -0.051
C -1.968 0.007 3.247
N 0.901 -0.866 3.175
C -1.722 -1.036 2.321
O 1.785 -0.626 2.172
C 2.521 0.990 -2.413
C 2.201 -0.389 -2.654
H -1.562 -2.077 2.578



Record 7
26
Properties=species:S:1:pos:R:3 method="wB97M-V/def2-TZVPD" charge=0 e_homo_ev=-9.21 total_energy_ha=-1612.48572 relative_energy_kcal_mol=0.0
H 2.204 -2.302 -1.414
C 1.308 -0.159 2.568
F 0.396 -0.361 0.604
O 0.617 -0.921 3.199
C -2.941 0.986 -2.269
H -3.459 3.740 -0.211
H 2.072 1.325 3.794
C -1.847 2.353 -0.117
H 2.363 0.232 0.586
H 0.573 1.809 2.942
Cl -0.866 -0.817 -2.042
H 3.521 -2.891 -0.355
C -3.579 2.159 -1.785
C -1.749 0.597 -1.609
H -4.471 2.522 -2.258
O 1.468 -2.808 1.297
C 2.831 -2.062 -0.547
C 1.698 -0.504 1.103
C -3.061 2.857 -0.654
H 3.414 -1.156 -0.724
Cl -1.064 3.095 1.232
H 2.131 1.777 2.057
C 1.535 1.292 2.841
H -3.250 0.402 -3.117
N -1.195 1.356 -0.671
C 1.990 -1.893 0.696



Record 8
29
Properties=species:S:1:pos:R:3 method="wB97M-V/def2-TZVPD" charge=0 e_homo_ev=-9.17 total_energy_ha=-1387.66172
H 1.884 3.130 -0.366
C -0.449 -2.273 1.828
H 1.197 2.766 -2.648
N 1.842 -1.695 1.465
H -0.080 -2.924 2.607
N -1.296 -0.630 -0.194
O 2.633 -1.600 0.540
C 0.468 -1.447 1.180
H 2.753 0.246 -0.048
O 2.138 -2.042 2.590
C 1.429 1.874 -2.072
C 1.959 0.992 0.094
H 1.924 1.255 1.155
O 3.608 2.413 -1.037
C -2.120 -1.480 0.375
O -2.020 1.875 -0.680
C -0.008 -0.531 0.199
C 2.250 2.203 -0.815
C 0.175 1.234 -1.492
N 0.682 0.478 -0.348
C -0.845 2.331 -1.069
H 3.995 1.632 -1.454
H -0.328 0.551 -2.185
C -1.773 -2.300 1.445
H -2.027 0.884 -0.634
H -2.495 -2.943 1.914
O -0.583 3.498 -1.117
H 1.973 1.164 -2.697
Cl -3.710 -1.509 -0.264



Record 9
29
Properties=species:S:1:pos:R:3 method="wB97M-V/def2-TZVPD" charge=0 e_homo_ev=-9.21 total_energy_ha=-1166.76285 relative_energy_kcal_mol=0.0
C 0.215 -0.993 -0.973
C 1.055 2.466 0.437
N 1.249 1.274 -0.296
H -1.329 1.627 0.836
H 0.783 -2.991 -0.510
H -0.160 2.161 -1.965
H -0.098 0.653 -2.772
O 1.001 3.546 -0.027
C -0.143 -2.259 1.221
H 1.728 -1.871 0.398
H -0.760 -1.313 -1.335
H -1.490 -0.079 1.041
F 1.216 -1.687 3.048
C 0.028 0.465 -0.542
F 0.930 2.281 1.751
F 3.198 0.335 -0.989
O -1.916 1.182 -1.900
F -0.907 -1.124 3.161
O 2.725 0.197 1.133
H -3.204 1.304 -0.352
F -1.236 -3.057 1.047
C 0.718 -2.045 0.034
C -2.399 0.646 -0.672
C -1.224 0.680 0.309
C 0.042 -1.707 2.435
H -2.811 -0.349 -0.854
C -0.511 1.131 -1.882
C 2.419 0.564 0.054
H 0.878 -1.037 -1.835



Record 10
25
Properties=species:S:1:pos:R:3 method="wB97M-V/def2-TZVPD" charge=0 e_homo_ev=-8.89 total_energy_ha=-767.33135 relative_energy_kcal_mol=70.7
C 2.031 3.945 -2.606
N -3.361 -2.918 -0.477
C -1.167 -2.967 0.485
H -2.322 -4.614 0.346
C -2.355 -3.534 0.138
C 0.327 0.026 3.436
H 1.575 3.082 -2.270
C 1.422 -1.398 0.961
O -0.489 -0.673 3.860
C 1.995 5.166 -1.996
H 1.283 5.503 -1.250
C -1.027 -1.590 0.274
H 2.766 3.679 -3.461
C 0.265 -0.914 0.500
H -2.004 0.132 -0.731
F 0.171 0.436 0.456
H 2.585 5.935 -2.494
H -0.361 -3.577 0.975
O 1.115 0.737 2.982
H 2.452 0.297 1.074
C -2.102 -0.915 -0.323
H -3.899 -1.087 -1.354
H 1.748 -2.450 0.962
C -3.240 -1.578 -0.656
O 2.593 -0.723 1.168



Record 11
22
Properties=species:S:1:pos:R:3 method="wB97M-V/def2-TZVPD" charge=0 e_homo_ev=-9.29 total_energy_ha=-496.46712 relative_energy_kcal_mol=81.6
C 3.659 0.176 0.117
N -2.265 -1.408 0.481
C 2.738 1.313 -0.045
C 3.139 -1.128 0.054
C 1.782 -1.201 -0.247
H 3.769 -2.035 0.157
H -1.538 -0.871 2.335
H -1.499 1.621 1.646
H -2.913 -1.799 -1.448
N 0.933 -0.162 -0.440
H -2.478 2.500 -0.048
H 3.176 2.352 -0.082
H -3.121 0.753 -2.110
H 1.272 -2.146 -0.518
C -2.735 0.367 -1.153
H 4.837 0.353 -0.026
C 1.351 1.005 -0.162
C -2.657 -0.943 -0.723
C -1.800 -0.488 1.261
C -2.518 1.394 -0.090
C -1.760 0.901 1.020
H 0.622 1.887 -0.377



Record 12
22
Properties=species:S:1:pos:R:3 method="wB97M-V/def2-TZVPD" charge=0 e_homo_ev=-8.89 total_energy_ha=-496.46192 relative_energy_kcal_mol=84.8
C -0.464 0.156 2.454
C 0.706 1.657 0.785
C -1.048 -1.624 0.448
C 0.991 0.887 -1.699
H -0.380 0.784 3.230
C 1.624 1.583 -0.529
C 0.119 -0.370 -1.228
H 1.892 2.686 -0.770
H 1.848 0.567 -2.221
N 0.188 2.963 1.173
H -2.245 -2.603 1.876
C -0.315 -0.491 0.216
C -0.045 0.393 1.215
H -1.284 -2.460 -0.245
N 1.180 2.633 1.810
H -1.529 -1.177 3.799
C -1.258 -0.974 2.723
H -0.787 -0.389 -1.855
C -1.466 -1.845 1.684
H 0.376 1.427 -2.366
H 0.571 -1.279 -1.477
H 2.534 1.017 -0.361